Entry a
ORCA calculation (the ωB97M-V functional and the def2-TZVPD basis) on a cluster of 2 separate species, C10H14NO in total.

Values from the calculation:
HOMO energy (alpha / beta) ... -13.18 / -13.18 eV
Charge ... +1

Structure (XYZ):
```
26
C10H14NO, DFT the ωB97M-V functional and the def2-TZVPD basis
O -0.973 -0.034 0.064
N 1.108 -1.233 0.309
C 0.626 -3.240 1.773
C -0.262 -1.121 -0.439
C 0.812 -1.703 1.696
C -1.134 2.163 -0.849
C 1.107 1.157 -0.177
C -2.651 2.119 -0.920
C -0.356 1.243 -0.295
C 1.751 0.045 0.077
C 1.355 4.129 -3.054
C 0.372 3.741 -2.545
H -0.012 -1.234 2.085
H -0.991 -1.897 -0.145
H 2.716 0.005 0.362
H -0.079 -1.130 -1.456
H -0.588 3.098 -1.030
H -3.125 1.108 -0.950
H -0.289 -3.581 1.206
H -2.987 2.750 -1.786
H 1.593 -2.020 -0.129
H 1.432 -3.922 1.560
H 1.659 2.024 -0.559
H 0.381 -3.536 2.905
H 1.659 -1.505 2.277
H -3.125 2.578 0.022
```



Entry b
ORCA calculation (the ωB97M-V functional and the def2-TZVPD basis) on the ion C10H14NO with charge +1.

Values from the calculation:
HOMO energy ... -14.70 eV
Charge ... +1
SMILES string ... OC1([n+]2ccccc2)CCCC1

Structure (XYZ):
```
26
C10H14NO, DFT the ωB97M-V functional and the def2-TZVPD basis
O -2.189 0.031 -0.268
N 0.068 0.034 -0.841
C -0.228 0.603 2.577
C -0.150 -0.927 2.485
C 0.338 -0.112 -3.220
C 1.701 -0.095 -2.996
C 2.272 0.082 -1.685
C -0.921 -0.018 0.296
C -0.461 -0.096 -2.065
C -0.810 1.121 1.302
C -0.798 -1.302 1.101
C 1.381 0.236 -0.663
H 3.281 0.181 -1.443
H -1.546 -0.078 -2.071
H -0.121 -1.921 0.631
H 2.366 -0.052 -3.879
H 0.882 -1.246 2.295
H -0.885 1.031 3.330
H -0.214 1.901 0.939
H -0.028 -0.299 -4.180
H -1.804 -1.687 1.122
H 0.709 0.941 2.766
H -1.796 1.630 1.429
H -0.465 -1.352 3.357
H -2.400 0.860 -0.643
H 1.819 0.532 0.326
```



Which of them is the most stable? Correct choice: entry b.



Entry a
ORCA calculation (the ωB97M-V functional and the def2-TZVPD basis) on the ion C6H11O with charge +1.

Values from the calculation:
HOMO energy ... -15.30 eV
Charge ... +1

Structure (XYZ):
```
18
C6H11O, DFT the ωB97M-V functional and the def2-TZVPD basis
O 0.527 0.009 -2.192
C 0.838 -0.014 0.706
C 1.504 0.904 -0.253
C 1.233 0.821 -1.635
C -1.699 -0.498 1.355
C -0.839 -1.083 -0.785
C -0.693 -0.108 0.260
H -1.230 -1.229 1.963
H 1.695 1.538 -2.315
H -0.989 0.972 0.061
H -2.360 -1.041 0.794
H 1.220 -0.975 0.613
H -1.642 -1.008 -1.500
H -2.065 0.307 2.050
H -0.238 -1.986 -0.670
H 1.080 0.366 1.629
H 2.576 1.084 -0.057
H 1.082 1.940 -0.024
```



Entry b
ORCA calculation (the ωB97M-V functional and the def2-TZVPD basis) on the ion C6H11O with charge +1.

Values from the calculation:
HOMO energy ... -16.02 eV
Charge ... +1

Structure (XYZ):
```
18
C6H11O, DFT the ωB97M-V functional and the def2-TZVPD basis
O -0.323 -1.837 0.280
C -1.370 -1.880 -0.347
C 1.503 0.109 -0.026
C 1.939 1.336 0.807
C 0.089 -0.243 0.499
C -0.945 0.483 -0.335
C -2.032 -0.565 -0.679
H 2.999 1.309 0.834
H -2.031 -0.435 -1.831
H 1.317 0.308 -1.152
H 2.194 -0.596 0.228
H -1.373 1.309 0.248
H -3.053 -0.585 -0.202
H 1.682 2.200 0.145
H -1.600 -2.838 -0.681
H -0.473 0.947 -1.241
H 1.578 1.332 1.815
H -0.100 -0.353 1.639
```



Which of them is the most stable? Correct choice: entry b.



Entry a
ORCA calculation (the ωB97M-V functional and the def2-TZVPD basis) on a cluster of 8 separate species, BrH14O7 in total.

Values from the calculation:
HOMO energy ... -6.28 eV
Charge ... -1

Structure (XYZ):
```
22
BrH14O7, DFT the ωB97M-V functional and the def2-TZVPD basis
Br -0.100 -0.243 -0.041
O -1.825 -2.646 -1.936
O -2.972 -1.126 2.263
O 1.702 2.002 1.370
O 3.079 -0.950 -0.563
O 0.564 -1.153 3.063
O 0.285 0.020 -3.629
O -1.467 2.536 -0.852
H 2.557 2.201 0.990
H 0.095 -0.780 2.317
H -1.572 -2.160 -2.721
H -1.007 1.756 -0.542
H 2.203 -0.617 -0.370
H 0.667 0.894 -3.548
H -1.412 -2.171 -1.216
H 1.468 1.151 1.000
H 3.660 -0.207 -0.402
H -3.671 -0.537 2.545
H -2.319 -0.551 1.864
H 0.180 -0.280 -2.726
H -1.064 3.259 -0.371
H 0.949 -0.398 3.507
```



Entry b
ORCA calculation (the ωB97M-V functional and the def2-TZVPD basis) on a cluster of 8 separate species, BrH14O7 in total.

Values from the calculation:
HOMO energy ... -6.25 eV
Charge ... -1

Structure (XYZ):
```
22
BrH14O7, DFT the ωB97M-V functional and the def2-TZVPD basis
Br 0.120 0.464 -0.751
O 1.284 3.314 -1.887
O 1.186 -0.538 2.339
O 2.981 1.410 0.329
O -2.247 -1.799 -1.408
O -0.972 -1.830 1.350
O -2.355 1.781 1.177
O 0.251 -2.988 -1.584
H -0.076 -2.221 -1.186
H -0.128 -2.987 -2.494
H 2.123 3.333 -1.480
H 0.936 2.514 -1.542
H 0.409 -1.019 2.049
H 3.468 0.899 -0.353
H -2.018 1.391 1.982
H -1.271 -1.391 2.159
H -0.891 -1.190 0.677
H -2.761 -1.406 -0.695
H -1.625 -1.097 -1.568
H 1.065 0.383 2.073
H -1.527 1.737 0.553
H 2.050 1.241 0.260
```



Which of them is the most stable? Correct choice: entry a.



Entry a
ORCA calculation (the ωB97M-V functional and the def2-TZVPD basis) on a cluster of 3 separate species, C4H17N5 in total.

Values from the calculation:
HOMO energy ... -5.59 eV

Structure (XYZ):
```
26
C4H17N5, DFT the ωB97M-V functional and the def2-TZVPD basis
N -1.959 0.824 0.483
N 1.083 -1.299 -1.827
N 1.060 1.073 -1.709
N 0.054 -0.211 2.165
N 1.274 1.338 0.934
C -3.135 -0.050 0.423
C 2.137 -0.924 1.060
C 1.065 0.077 1.324
C 0.218 -0.158 -1.541
H -0.064 -1.183 2.402
H -3.576 -0.143 -0.578
H 3.056 -0.624 1.571
H 1.847 -1.918 1.400
H -2.202 1.755 0.160
H 1.496 1.397 -0.119
H -2.848 -1.054 0.745
H 1.790 0.951 -2.415
H -1.220 0.446 -0.157
H 2.321 -0.975 -0.019
H 0.479 1.844 -2.030
H -0.822 0.296 1.955
H 0.724 -2.145 -1.408
H -0.605 -0.096 -2.277
H 0.513 1.963 1.175
H 1.224 -1.488 -2.823
H -3.912 0.305 1.106
```



Entry b
ORCA calculation (the ωB97M-V functional and the def2-TZVPD basis) on a cluster of 2 separate species, C4H17N5 in total.

Values from the calculation:
HOMO energy ... -8.44 eV
SMILES string ... CN(N)C(N)N.CCN

Structure (XYZ):
```
26
C4H17N5, DFT the ωB97M-V functional and the def2-TZVPD basis
N 1.370 -1.338 -0.455
N 0.218 0.958 -1.342
N 1.028 2.186 0.436
N 1.181 -0.245 0.430
N -2.336 0.872 0.218
C 1.255 1.005 -0.341
C 2.109 -0.271 1.547
C -2.294 -0.568 0.405
C -2.128 -1.383 -0.884
H 2.364 -1.473 -0.676
H 2.282 1.094 -0.785
H -1.107 -1.307 -1.244
H -2.357 -2.433 -0.699
H 1.731 2.311 1.160
H 0.277 1.783 -1.927
H 0.107 2.129 0.865
H -1.485 1.143 -0.275
H 0.330 0.125 -1.909
H 2.059 -1.254 2.016
H -3.116 1.112 -0.389
H -1.455 -0.779 1.073
H 3.150 -0.079 1.233
H 1.026 -2.177 0.002
H -3.220 -0.864 0.911
H -2.805 -1.017 -1.656
H 1.813 0.469 2.286
```



Which of them is the most stable? Correct choice: entry b.



Entry a
ORCA calculation (the ωB97M-V functional and the def2-TZVPD basis) on a structure of composition C16H32CuO8S.

Values from the calculation:
HOMO energy (alpha / beta) ... -7.61 / -7.57 eV
Expectation value of S² ... 0.75
2S+1 ... 2

Structure (XYZ):
```
58
C16H32CuO8S, DFT the ωB97M-V functional and the def2-TZVPD basis
Cu -5.795 5.349 19.203
S -5.845 2.666 19.491
O -7.380 6.925 18.672
O -4.972 5.586 17.229
O -6.890 3.508 18.865
O -3.920 6.348 19.583
O -5.176 1.787 18.525
O -6.322 6.126 21.276
O -4.914 3.720 19.920
O -6.333 1.740 20.476
C -1.583 6.586 19.045
C -5.929 4.807 23.114
C -2.663 5.606 19.403
C -9.182 7.371 17.208
C -7.622 5.667 21.747
C -8.749 8.590 18.097
C -8.427 6.242 17.859
C -3.585 7.680 19.791
C -7.859 8.108 19.225
C -5.454 6.049 22.358
C -5.098 6.502 15.057
C -2.257 7.885 19.063
C -7.330 4.487 22.639
C -4.465 4.534 16.354
C -4.647 5.042 14.872
C -4.887 6.871 16.536
H -5.728 7.529 16.756
H -7.045 8.813 19.392
H -9.557 9.153 18.566
H -6.150 6.564 14.781
H -3.850 4.863 14.150
H -4.659 7.185 14.330
H -6.102 4.977 24.177
H -2.346 8.161 18.012
H -9.011 7.360 16.132
H -8.252 5.358 20.913
H -2.392 5.127 20.344
H -10.261 7.282 17.326
H -4.414 6.049 22.033
H -4.870 3.537 16.530
H -3.948 7.313 16.868
H -4.406 8.311 19.452
H -7.330 3.575 22.043
H -5.630 6.953 22.942
H -3.384 4.484 16.488
H -9.009 5.635 18.553
H -8.124 9.311 17.570
H -0.859 6.527 19.858
H -8.224 6.471 22.169
H -5.408 4.363 14.487
H -5.234 3.988 22.932
H -3.487 7.774 20.872
H -8.039 5.579 17.086
H -8.053 4.474 23.454
H -1.734 8.581 19.719
H -2.746 4.734 18.755
H -1.112 6.344 18.092
H -8.400 7.885 20.144
```



Entry b
ORCA calculation (the ωB97M-V functional and the def2-TZVPD basis) on a structure of composition C16H32CuO8S.

Values from the calculation:
HOMO energy (alpha / beta) ... -7.71 / -7.67 eV
Expectation value of S² ... 0.75
2S+1 ... 2

Structure (XYZ):
```
58
C16H32CuO8S, DFT the ωB97M-V functional and the def2-TZVPD basis
Cu -4.182 1.951 -8.534
S -5.856 2.215 -10.593
O -4.315 2.873 -6.656
O -7.251 1.818 -10.550
O -4.914 1.116 -10.297
O -5.539 3.130 -9.466
O -2.449 0.768 -7.699
O -5.635 2.868 -11.873
O -2.589 2.886 -9.730
O -5.402 0.361 -7.572
C -4.113 2.467 -5.282
C -1.743 4.976 -10.515
C -2.084 4.085 -11.684
C -5.019 3.364 -4.438
C -0.169 0.972 -7.365
C -7.103 -0.769 -6.375
C -1.994 4.144 -9.257
C -5.034 4.660 -5.223
C -1.502 0.791 -6.648
C -5.826 -1.566 -6.449
C -2.209 2.684 -11.087
C -1.826 -0.087 -8.657
C -4.986 4.158 -6.655
C -0.357 0.314 -8.766
C -6.639 0.613 -6.887
C -5.221 -1.047 -7.753
H -7.386 0.955 -7.606
H -3.060 2.682 -5.064
H -2.923 2.105 -11.671
H -5.990 4.105 -7.071
H -1.470 -0.126 -6.042
H -5.927 -2.652 -6.384
H -4.374 4.820 -7.266
H -4.569 3.403 -3.444
H 0.302 -0.553 -8.786
H -0.703 5.310 -10.593
H -2.760 4.594 -8.631
H -2.291 -0.216 -9.637
H -1.319 4.054 -12.461
H 0.738 0.653 -6.854
H -4.137 1.407 -5.024
H -1.264 2.129 -11.125
H -2.277 5.923 -10.443
H -5.064 -1.353 -5.692
H -0.026 2.046 -7.523
H -3.010 4.390 -12.169
H -5.823 -1.450 -8.575
H -0.052 1.024 -9.527
H -5.968 2.837 -4.319
H -1.577 1.541 -5.863
H -5.864 5.348 -5.078
H -1.881 -1.117 -8.283
H -4.131 5.186 -4.904
H -4.181 -1.270 -7.967
H -7.358 -0.655 -5.319
H -6.503 1.344 -6.094
H -1.129 3.758 -8.715
H -7.923 -1.193 -6.945
```



Which of them is the most stable? Correct choice: entry b.



Entry a
ORCA calculation (the ωB97M-V functional and the def2-TZVPD basis) on the ion C3H7NOS with charge -2.

Values from the calculation:
HOMO energy ... 0.72 eV
Charge ... -2
SMILES string ... [O-]CNCC[S-]

Structure (XYZ):
```
13
C3H7NOS, DFT the ωB97M-V functional and the def2-TZVPD basis
S -0.967 -2.467 0.027
O 0.416 3.042 -1.076
N 0.535 1.300 0.821
C -0.187 0.082 0.903
C 0.392 -1.277 0.232
C 0.693 1.788 -0.841
H -1.160 0.082 0.395
H 0.787 -1.159 -0.773
H 1.208 -1.626 0.893
H -0.373 -0.259 1.943
H 1.547 1.303 0.874
H 1.781 1.561 -0.908
H 0.014 1.095 -1.350
```



Entry b
ORCA calculation (the ωB97M-V functional and the def2-TZVPD basis) on the ion C3H7NOS with charge -2.

Values from the calculation:
HOMO energy ... 1.47 eV
Charge ... -2
SMILES string ... N[C@@H](C[O-])C[S-]

Structure (XYZ):
```
13
C3H7NOS, DFT the ωB97M-V functional and the def2-TZVPD basis
S -1.678 0.322 1.398
O 1.576 -1.300 -1.763
N 1.510 0.253 0.677
C 0.613 0.370 -0.482
C -0.746 1.037 0.098
C 0.419 -0.981 -1.316
H -1.497 0.924 -0.753
H -0.415 -1.020 -2.147
H 0.973 1.149 -1.283
H -0.126 -1.762 -0.765
H 1.157 -0.441 1.325
H 2.436 0.007 0.537
H -0.561 2.071 0.283
```



Which of them is the most stable? Correct choice: entry a.



Entry a
ORCA calculation (the ωB97M-V functional and the def2-TZVPD basis) on a cluster of 2 separate species, C3H6NO4 in total.

Values from the calculation:
HOMO energy ... -4.53 eV
Charge ... -1

Structure (XYZ):
```
14
C3H6NO4, DFT the ωB97M-V functional and the def2-TZVPD basis
O -1.571 1.197 -0.475
O 2.560 -0.395 0.076
O -1.130 1.736 0.683
O 1.353 1.464 0.292
N -0.853 -0.561 -0.600
C -0.878 -0.990 0.757
C 1.568 0.303 -0.141
C 0.474 -0.319 -1.101
H -1.795 -1.560 0.941
H 0.852 -1.302 -1.410
H 0.379 0.311 -1.991
H 0.010 -1.579 1.009
H -0.879 -0.106 1.428
H -0.089 1.800 0.531
```



Entry b
ORCA calculation (the ωB97M-V functional and the def2-TZVPD basis) on a cluster of 2 separate species, C3H6NO4 in total.

Values from the calculation:
HOMO energy ... -4.74 eV
Charge ... -1

Structure (XYZ):
```
14
C3H6NO4, DFT the ωB97M-V functional and the def2-TZVPD basis
O -1.029 2.078 0.857
O 2.282 -1.644 0.896
O -2.037 -1.332 -0.424
O 0.592 -1.747 -0.530
N 0.264 0.920 -0.586
C -0.809 1.708 -0.287
C 1.058 0.360 0.522
C 1.342 -1.115 0.262
H -1.498 2.061 -1.054
H 0.505 0.525 1.433
H 0.485 0.482 -1.456
H -2.107 -1.644 0.503
H 2.029 0.860 0.527
H -1.078 -1.513 -0.662
```



Which of them is the most stable? Correct choice: entry b.



Entry a
ORCA calculation (the ωB97M-V functional and the def2-TZVPD basis) on a cluster of 2 separate species, C3H6NO4 in total.

Values from the calculation:
HOMO energy ... -5.05 eV
Charge ... -1

Structure (XYZ):
```
14
C3H6NO4, DFT the ωB97M-V functional and the def2-TZVPD basis
O -1.304 -0.705 1.455
O 0.210 -2.900 -1.484
O 0.722 1.818 -0.999
O 1.423 -0.173 -1.927
N 0.450 -0.230 0.120
C 0.947 0.631 -1.111
C -0.641 0.169 0.909
C -0.782 1.610 1.357
H 0.013 1.748 2.091
H -0.166 -2.071 -1.831
H -0.783 2.421 0.630
H -1.682 1.708 1.963
H 0.459 -1.234 0.065
H 1.135 -2.792 -1.239
```



Entry b
ORCA calculation (the ωB97M-V functional and the def2-TZVPD basis) on a cluster of 2 separate species, C3H6NO4 in total.

Values from the calculation:
HOMO energy ... -4.49 eV
Charge ... -1

Structure (XYZ):
```
14
C3H6NO4, DFT the ωB97M-V functional and the def2-TZVPD basis
O 2.178 -0.786 1.058
O 3.116 0.567 -0.407
O 0.937 -0.053 -0.763
O 1.084 0.735 -1.904
N -1.124 0.364 0.320
C 2.225 -0.101 0.073
C -1.981 0.321 -0.591
C -0.842 -0.623 1.373
H 0.189 -0.649 1.386
H -1.490 -0.238 2.171
H -1.290 -1.553 1.045
H -2.747 -0.401 -0.942
H -1.935 1.026 -1.332
H 1.681 1.391 -1.487
```



Which of them is the most stable? Correct choice: entry a.